Record 1
# C46H42As2N5Rb

C46H42As2N5Rb as an isolated structure (wB97M-V/def2-TZVPD, the OMol25 dataset).

Positions of all 96 atoms, in Å:
Rb 0.50 -2.23 0.28
C 5.35 -1.71 5.46
C 3.98 -1.62 4.83
C 2.88 -2.29 5.36
C 1.64 -2.24 4.76
C 1.39 -1.52 3.57
N 0.22 -1.58 2.88
C -0.98 -1.65 3.51
C -1.28 -1.01 4.74
C -2.55 -0.97 5.27
C -3.64 -1.57 4.63
C -5.04 -1.48 5.18
C -3.37 -2.23 3.44
C -2.09 -2.28 2.91
N -1.91 -3.05 1.70
C -1.48 -4.33 1.65
C -1.54 -4.73 0.32
C -2.04 -3.60 -0.35
N -2.26 -2.59 0.49
C 2.51 -0.79 3.08
C 3.76 -0.86 3.69
N 2.39 0.15 2.00
C 2.52 1.48 2.15
C 2.61 2.04 0.89
C 2.53 0.94 0.03
N 2.40 -0.21 0.69
H 5.29 -1.99 6.51
H 5.88 -0.75 5.39
H 5.97 -2.46 4.95
H 3.01 -2.88 6.26
H 0.82 -2.80 5.19
H -0.46 -0.50 5.25
H -2.72 -0.45 6.21
H -5.02 -1.29 6.26
H -5.59 -2.41 5.02
H -5.60 -0.68 4.71
H -4.17 -2.73 2.90
H -1.21 -4.87 2.54
H -1.31 -5.70 -0.08
H -2.28 -3.49 -1.40
H 4.57 -0.28 3.26
H 2.54 1.92 3.13
H 2.70 3.08 0.63
H 2.56 0.93 -1.05
C -0.87 0.20 -0.80
C -0.50 0.49 -2.25
As 0.10 -1.17 -3.16
C 2.04 -0.98 -2.93
C 2.72 0.12 -3.46
C 4.09 0.25 -3.29
C 4.80 -0.72 -2.59
C 4.14 -1.82 -2.07
C 2.77 -1.95 -2.25
C 0.04 -0.57 -5.02
C 0.76 -1.33 -5.95
C 0.80 -0.96 -7.29
C 0.11 0.17 -7.72
C -0.62 0.92 -6.80
C -0.65 0.55 -5.46
As -1.82 1.60 0.25
C -0.72 3.20 0.02
C -0.34 3.75 -1.20
C 0.42 4.91 -1.25
C 0.78 5.56 -0.08
C 0.38 5.04 1.15
C -0.36 3.86 1.19
C -3.18 1.99 -1.11
C -3.84 0.94 -1.75
C -4.87 1.19 -2.64
C -5.26 2.50 -2.91
C -4.62 3.55 -2.27
C -3.59 3.30 -1.37
H 0.02 -0.05 -0.22
H -1.55 -0.65 -0.75
H 0.29 1.23 -2.34
H -1.38 0.85 -2.79
H 2.17 0.87 -4.01
H 4.60 1.11 -3.71
H 5.87 -0.61 -2.45
H 4.69 -2.58 -1.53
H 2.27 -2.84 -1.88
H 1.30 -2.21 -5.62
H 1.37 -1.55 -8.00
H 0.15 0.47 -8.76
H -1.16 1.80 -7.13
H -1.24 1.14 -4.77
H -0.65 3.29 -2.13
H 0.71 5.32 -2.21
H 1.35 6.48 -0.12
H 0.64 5.55 2.06
H -0.66 3.45 2.15
H -3.56 -0.08 -1.53
H -5.38 0.37 -3.13
H -6.07 2.69 -3.61
H -4.93 4.57 -2.46
H -3.09 4.13 -0.88

Calculated values
2S+1: 1
Molar mass, u: 900.19
Total energy, Eh: -6547.472476
Maximum force, Eh/bohr: 0.0279
ΔE to the lowest compared entry with this formula, charge and spin, eV: 0.673

Here are the Löwdin charges for atoms 1 to 5, given in e: atom 1 (Rb): 0.9439, atom 2 (C): -0.0619, atom 3 (C): -0.2920, atom 4 (C): -0.0531, atom 5 (C): -0.0271



Record 2
# C28H29ClN3OS2Si2W

C28H29ClN3OS2Si2W as an isolated structure (wB97M-V/def2-TZVPD, the OMol25 dataset).

Positions of all 67 atoms, in Å:
W -0.58 -0.69 1.16
C 3.07 0.45 1.23
Si 1.91 -1.04 1.61
C 2.45 -1.54 3.37
C 2.64 -2.44 0.52
C 3.90 -2.99 0.81
C 4.41 -4.08 0.11
C 3.67 -4.64 -0.91
C 2.43 -4.10 -1.23
C 1.90 -3.00 -0.54
Si 0.23 -2.39 -1.20
C -1.09 -3.68 -0.78
C 1.50 -1.60 -3.65
H 4.12 0.15 1.28
H 2.91 1.26 1.94
H 2.88 0.84 0.22
H 3.53 -1.54 3.52
H 2.07 -2.54 3.60
H 1.99 -0.87 4.10
H 4.48 -2.57 1.62
H 5.38 -4.48 0.38
H 4.05 -5.50 -1.46
H 1.87 -4.53 -2.05
H -0.98 -4.54 -1.44
H -2.08 -3.25 -0.93
H -1.01 -4.01 0.26
H 1.46 -1.50 -4.74
H 2.45 -2.07 -3.37
H 1.49 -0.60 -3.21
O -0.37 1.73 0.41
C -0.85 2.28 -0.75
C -1.12 3.64 -0.82
C -1.62 4.23 -1.98
C -1.82 3.42 -3.08
C -1.53 2.07 -3.03
C -1.06 1.41 -1.86
C -0.83 -0.01 -1.89
N -0.12 -0.73 -0.97
C 0.31 -2.42 -3.12
C -1.01 -1.85 -3.48
N -1.38 -0.65 -2.97
H -0.97 4.26 0.05
H -1.83 5.29 -2.00
H -2.19 3.84 -4.01
H -1.63 1.51 -3.94
H 0.36 -3.44 -3.51
H -1.75 -2.35 -4.08
H -2.24 -0.25 -3.33
Cl 0.20 5.38 2.80
C -1.23 4.36 2.85
C -2.33 4.84 3.55
C -3.47 4.06 3.61
C -3.50 2.83 2.98
C -2.40 2.37 2.29
C -1.23 3.13 2.21
C -0.03 2.60 1.49
H -2.28 5.81 4.03
H -4.34 4.43 4.16
H -4.39 2.20 3.04
H -2.42 1.39 1.82
H 0.55 1.96 2.17
H 0.62 3.39 1.12
S -4.76 -0.43 -1.52
C -3.53 -0.49 -0.43
N -2.65 -0.52 0.33
S -1.27 -0.95 4.62
C -0.95 -0.86 3.03

Calculated values
2S+1: 4
Molar mass, u: 763.16
Total energy, Eh: -3226.530791
Maximum force, Eh/bohr: 0.0114
ΔE to the lowest compared entry with this formula, charge and spin, eV: 2.315
Net charge: -2

Here are the Löwdin charges for atoms 1 to 5, given in e: atom 1 (W): 1.0055, atom 2 (C): -0.2482, atom 3 (Si): 0.4560, atom 4 (C): -0.2652, atom 5 (C): -0.2863



Record 3
# C21H16CrN9O2S2

C21H16CrN9O2S2 as an isolated structure (wB97M-V/def2-TZVPD, the OMol25 dataset).

Positions of all 51 atoms, in Å:
Cr 1.05 -0.33 -0.76
C -1.28 -0.68 4.48
C -0.94 -1.98 4.10
C -0.58 -2.25 2.79
C -0.55 -1.20 1.89
C -0.86 0.11 2.24
C -1.23 0.35 3.56
N -0.15 -1.48 0.51
N -0.47 -2.56 0.07
C -0.22 -2.22 -2.53
C 0.05 -2.85 -3.83
C 0.10 -2.06 -4.90
C -0.01 -0.60 -4.80
C -0.13 0.03 -3.63
C -0.25 -0.74 -2.36
H -1.55 -0.48 5.51
H -0.95 -2.77 4.83
H -0.29 -3.24 2.48
H -0.78 0.90 1.51
H -1.47 1.36 3.86
H 0.24 -3.92 -3.86
H 0.28 -2.49 -5.88
H 0.10 -0.03 -5.71
H -0.08 1.10 -3.56
S 3.14 0.51 -0.35
C 2.73 2.03 0.45
C 3.70 2.67 1.22
C 3.42 3.85 1.89
C 4.44 4.46 2.69
N 5.27 4.94 3.32
C 2.14 4.42 1.79
C 1.18 3.79 1.01
C 1.45 2.60 0.35
S 0.20 1.84 -0.63
C 1.80 5.63 2.48
N 1.51 6.59 3.04
H 4.68 2.23 1.31
H 0.19 4.24 0.93
N -2.80 0.54 -1.28
N -3.12 -0.77 -0.90
C -2.47 -1.80 -1.47
N -2.91 -3.05 -1.26
N -1.47 -1.57 -2.28
N 0.46 -2.90 -1.36
O 1.60 -2.21 -1.12
O 0.52 -4.14 -1.41
H -2.38 1.06 -0.52
H -3.60 1.00 -1.68
H -3.92 -0.95 -0.31
H -3.57 -3.22 -0.52
H -2.24 -3.79 -1.40

Calculated values
2S+1: 4
Molar mass, u: 542.55
Total energy, Eh: -3293.756855
Maximum force, Eh/bohr: 0.0106
ΔE to the lowest compared entry with this formula, charge and spin, eV: 3.065

Here are the Löwdin charges for atoms 1 to 5, given in e: atom 1 (Cr): 0.4035, atom 2 (C): -0.0737, atom 3 (C): -0.0661, atom 4 (C): -0.0190, atom 5 (C): -0.2165



Record 4
# C11H8N2O

One molecule with the formula C11H8N2O (wB97M-V/def2-TZVPD, the OMol25 dataset).

Positions of all 22 atoms, in Å:
C -0.20 -1.98 2.80
C -0.11 -1.04 1.60
C 0.13 -1.44 0.34
C 0.01 -0.50 -0.80
C 0.00 -0.89 -2.15
C 0.17 0.00 -3.18
C 0.31 1.38 -2.88
C 0.21 1.77 -1.58
C 0.02 0.89 -0.55
C -0.15 1.25 0.78
C -0.27 2.62 1.17
N -0.35 3.72 1.54
N -0.15 0.33 1.89
O -0.19 0.61 3.16
H -0.77 -1.49 3.47
H 0.77 -2.03 3.28
H -0.65 -3.04 2.46
H 0.25 -2.52 0.28
H 0.00 -2.02 -2.37
H 0.18 -0.56 -4.16
H 0.49 2.11 -3.55
H 0.30 2.83 -1.54

Calculated values
2S+1: 1
Molar mass, u: 184.20
Total energy, Eh: -608.606483
Maximum force, Eh/bohr: 0.0816
ΔE to the lowest compared entry with this formula, charge and spin, eV: 3.383
SMILES: Cc1cc2ccccc2c(C#N)[n+]1[O-]

Here are the Löwdin charges for atoms 1 to 5, given in e: atom 1 (C): -0.0056, atom 2 (C): -0.2180, atom 3 (C): 0.0592, atom 4 (C): -0.1298, atom 5 (C): -0.0585



Record 5
# C2H8ClN2OP

One molecule with the formula C2H8ClN2OP (wB97M-V/def2-TZVPD, the OMol25 dataset).

Positions of all 15 atoms, in Å:
C 0.44 1.87 -1.11
N -0.33 2.00 0.15
P -0.99 0.49 0.63
O -2.09 0.17 -0.23
Cl -1.40 0.73 2.53
N 0.47 -1.06 0.28
C -0.29 -2.23 0.54
H 0.11 1.05 -1.83
H 0.39 2.82 -1.56
H 1.46 1.71 -0.82
H 0.24 2.52 0.87
H 1.27 -0.99 0.89
H 0.27 -3.00 0.08
H -0.59 -2.45 1.57
H -1.20 -1.98 0.07

Calculated values
2S+1: 1
Molar mass, u: 142.53
Total energy, Eh: -1067.302575
Maximum force, Eh/bohr: 0.0972
ΔE to the lowest compared entry with this formula, charge and spin, eV: 1.680
SMILES: CNP(=O)(Cl)NC

Here are the Löwdin charges for atoms 1 to 5, given in e: atom 1 (C): -0.1719, atom 2 (N): -0.2391, atom 3 (P): 0.2183, atom 4 (O): -0.3363, atom 5 (Cl): 0.3996



Record 6
# C25H20BrMoN6O2S3Se

C25H20BrMoN6O2S3Se as an isolated structure (wB97M-V/def2-TZVPD, the OMol25 dataset).

Positions of all 59 atoms, in Å:
Mo -0.26 -0.34 0.47
Br 4.65 1.38 5.65
C 3.79 0.99 3.99
C 4.45 0.20 3.05
C 3.81 -0.13 1.88
C 2.50 0.31 1.61
O 1.87 -0.11 0.58
C 1.89 1.24 2.53
C 0.74 1.93 2.10
N 0.20 1.68 0.91
C -0.42 2.62 0.15
C -0.49 4.00 0.36
C -1.11 4.81 -0.57
C -1.67 4.30 -1.72
C -1.61 2.92 -1.99
C -2.16 2.30 -3.13
C -2.02 0.94 -3.28
C -1.34 0.20 -2.31
N -0.83 0.75 -1.20
C -0.96 2.09 -1.05
C 2.54 1.52 3.75
H 5.45 -0.16 3.25
H 4.28 -0.77 1.15
H 0.36 2.77 2.69
H -0.05 4.44 1.25
H -1.14 5.88 -0.40
H -2.15 4.95 -2.45
H -2.68 2.90 -3.86
H -2.42 0.43 -4.14
H -1.21 -0.86 -2.43
H 2.07 2.16 4.47
N -4.64 0.24 -0.35
C -3.40 -0.17 0.03
S -2.57 0.75 1.26
N -2.93 -1.27 -0.43
N -1.71 -1.58 0.10
C -1.49 -2.86 0.42
C -0.52 -3.04 1.40
C -0.18 -4.28 1.99
C 0.67 -4.31 3.06
C 1.16 -3.09 3.56
C 0.81 -1.92 2.94
N 0.04 -1.85 1.84
H -4.85 1.22 -0.23
H -4.98 -0.19 -1.20
H -2.18 -3.64 0.10
H -0.60 -5.18 1.57
H 0.96 -5.25 3.51
H 1.82 -3.07 4.41
H 1.17 -0.97 3.32
Se 1.00 -2.18 -1.18
C -0.08 -2.04 -5.24
O 0.58 -1.80 -4.01
C 1.72 -1.12 -3.97
S 2.48 -0.44 -5.25
S 2.39 -1.01 -2.36
H -1.13 -1.84 -5.09
H 0.07 -3.09 -5.51
H 0.33 -1.39 -6.02

Calculated values
2S+1: 3
Molar mass, u: 787.48
Total energy, Eh: -7682.009815
Maximum force, Eh/bohr: 0.0479
ΔE to the lowest compared entry with this formula, charge and spin, eV: 1.454
Net charge: -1

Here are the Löwdin charges for atoms 1 to 5, given in e: atom 1 (Mo): 1.4562, atom 2 (Br): 0.6472, atom 3 (C): -0.7082, atom 4 (C): -0.1529, atom 5 (C): -0.0123



Q: Which of these has the lowest total energy?
A: C25H20BrMoN6O2S3Se